149
Properties=species:S:1:pos:R:3 method="wB97M-V/def2-TZVPD" homo_energy_ev=-9.28 gap_ev=9.50 smiles="C=CC(=O)OCCCCCC[C@@]1(Br)OC(=O)O[C@]1(Cl)CCCCCCCCCCOC.O=C1OC[C@@H](F)O1.O=C1OC[C@@H](F)O1.O=C1OC[C@@H](F)O1.O=C1OC[C@@H](F)O1.O=C1OC[C@@H](F)O1.O=C1OC[C@@H](F)O1.O=C1OC[C@@H](F)O1.O=C1OC[C@@H](F)O1" charge=0
C 4.535 -1.419 1.571
C 4.117 -0.878 0.447
C 3.137 0.237 0.338
O 1.949 -0.026 0.316
O 3.542 1.528 0.289
C 4.466 1.842 -0.764
C 3.769 2.494 -1.974
C 2.283 2.720 -1.747
C 1.650 3.651 -2.789
C 1.475 5.055 -2.205
C 0.329 5.022 -1.174
C -0.833 5.876 -1.494
Br -0.568 7.807 -1.112
O -1.351 5.858 -2.808
C -2.681 6.255 -2.699
O -3.431 6.501 -3.625
O -3.024 6.328 -1.343
C -2.133 5.395 -0.748
Cl -2.563 3.796 -1.511
C -2.092 5.395 0.757
C -2.767 4.225 1.480
C -1.755 3.141 1.892
C -2.333 1.723 1.966
C -2.380 1.094 0.563
C -2.426 -0.431 0.592
C -2.950 -0.988 -0.745
C -1.973 -1.844 -1.581
C -0.481 -1.571 -1.416
C -0.042 -0.111 -1.622
O -0.925 0.652 -2.400
C -0.741 0.451 -3.796
H 4.201 -1.052 2.527
H 5.220 -2.246 1.546
H 4.473 -1.288 -0.485
H 5.038 0.978 -1.083
H 5.185 2.539 -0.351
H 3.901 1.874 -2.855
H 4.236 3.458 -2.143
H 1.774 1.762 -1.749
H 2.144 3.158 -0.766
H 0.651 3.261 -2.980
H 2.238 3.668 -3.700
H 2.369 5.332 -1.660
H 1.314 5.787 -2.989
H 0.746 5.359 -0.234
H 0.029 3.990 -1.026
H -2.556 6.327 1.055
H -1.060 5.439 1.083
H -3.214 4.625 2.385
H -3.572 3.784 0.906
H -1.318 3.400 2.853
H -0.943 3.173 1.168
H -1.732 1.100 2.620
H -3.354 1.829 2.323
H -1.592 1.501 -0.058
H -3.310 1.423 0.108
H -1.496 -0.879 0.923
H -3.161 -0.673 1.349
H -3.793 -1.635 -0.520
H -3.362 -0.199 -1.360
H -2.187 -2.895 -1.438
H -2.211 -1.648 -2.624
H -0.146 -1.950 -0.455
H 0.030 -2.186 -2.156
H 0.109 0.341 -0.648
H 0.952 -0.121 -2.077
H -1.723 0.427 -4.250
H -0.235 -0.487 -3.999
H -0.144 1.269 -4.191
O -2.811 -3.304 1.265
C -2.932 -3.312 2.443
O -2.773 -2.237 3.250
C -3.164 -2.618 4.577
C -2.983 -4.115 4.538
F -3.879 -4.758 5.324
O -3.256 -4.417 3.179
H -4.200 -2.318 4.729
H -2.539 -2.135 5.324
H -1.977 -4.457 4.791
O 1.604 -7.000 -1.282
C 2.113 -5.942 -1.467
O 1.446 -4.848 -1.888
C 2.362 -3.746 -1.869
C 3.694 -4.456 -1.960
F 4.658 -3.777 -1.289
O 3.429 -5.682 -1.294
H 2.255 -3.197 -0.932
H 2.178 -3.072 -2.701
H 4.034 -4.662 -2.976
O 3.202 6.168 0.046
C 2.752 6.843 0.911
O 3.100 8.122 1.155
C 2.224 8.631 2.174
C 1.776 7.360 2.854
F 0.508 7.457 3.331
O 1.800 6.420 1.794
H 1.397 9.161 1.709
H 2.749 9.304 2.837
H 2.432 7.017 3.656
O 5.925 -6.129 -4.563
C 5.826 -7.070 -3.850
O 4.838 -7.233 -2.939
C 4.976 -8.541 -2.369
C 6.436 -8.833 -2.619
F 6.660 -10.152 -2.826
O 6.689 -8.122 -3.821
H 4.323 -9.239 -2.894
H 4.714 -8.537 -1.313
H 7.109 -8.473 -1.839
O 2.117 11.484 2.509
C 1.287 11.835 3.277
O 0.145 11.153 3.531
C -0.529 11.812 4.610
C 0.039 13.209 4.523
F 0.130 13.793 5.741
O 1.345 12.975 4.019
H -0.272 11.327 5.552
H -1.607 11.780 4.474
H -0.495 13.875 3.845
O -1.645 -4.319 -5.003
C -1.769 -5.251 -4.287
O -2.770 -5.408 -3.384
C -2.649 -6.715 -2.815
C -1.190 -7.020 -3.050
F -0.981 -8.351 -3.254
O -0.917 -6.319 -4.249
H -3.301 -7.409 -3.349
H -2.921 -6.709 -1.763
H -0.520 -6.670 -2.266
O -6.051 -1.479 5.154
C -6.347 -1.051 4.087
O -5.819 0.069 3.543
C -6.299 0.170 2.195
C -7.565 -0.652 2.256
F -7.818 -1.279 1.085
O -7.249 -1.621 3.245
H -5.564 -0.262 1.512
H -6.475 1.206 1.920
H -8.452 -0.098 2.565
O 3.194 -10.292 1.596
C 2.192 -10.485 0.999
O 2.130 -11.016 -0.249
C 0.749 -11.218 -0.571
C 0.069 -10.232 0.346
F -1.151 -10.674 0.743
O 0.940 -10.197 1.462
H 0.465 -12.246 -0.343
H 0.561 -11.020 -1.623
H -0.026 -9.227 -0.069